(1)
93
Properties=species:S:1:pos:R:3 method="wB97M-V/def2-TZVPD" charge=-2 lumo_ev=4.15 homo_energy_ev=-1.935 gap_ev=6.089 e_above_lowest_kcal_mol=15.39
Pb 16.05114 8.11776 12.98550
O 15.26453 4.42797 10.21126
C 15.71380 5.39529 10.91088
N 15.06131 6.04953 11.87341
C 13.71581 5.70111 12.25763
C 12.76380 5.12354 11.44573
C 11.44074 5.01096 11.86028
C 11.15122 5.38807 13.17405
C 12.10527 5.94804 14.03112
C 13.41021 6.17222 13.58961
N 14.42787 6.85672 14.30970
C 14.30688 6.85258 15.64446
O 13.57557 6.22518 16.35735
C 15.30779 7.84382 16.25031
C 15.85588 7.54117 17.54529
C 16.67828 8.40031 18.16557
C 16.97133 9.59131 17.51841
C 16.48049 9.88469 16.29524
N 15.65475 9.03533 15.68281
C 17.20171 5.81946 10.60193
C 18.03143 4.99811 9.81464
C 19.34996 5.35503 9.65474
C 19.81839 6.51680 10.21761
C 18.98873 7.17761 11.08160
N 17.68136 6.88400 11.19906
H 12.97657 4.81745 10.46349
H 10.71545 4.52939 11.25652
H 10.12367 5.21021 13.49101
H 11.79811 6.23688 15.01345
H 15.47710 6.67938 18.09261
H 17.04329 8.10775 19.11148
H 17.63090 10.30322 18.02971
H 16.61836 10.77904 15.72902
H 17.63261 4.09418 9.35510
H 20.05050 4.76189 9.01022
H 20.82348 6.96803 9.99895
H 19.39062 8.07808 11.61338
O 21.70344 7.49085 16.20327
C 20.62774 7.68507 15.72474
C 19.59216 6.57950 15.46960
O 19.68099 5.42096 15.83236
C 18.44135 7.30246 14.67589
C 18.92967 8.65728 14.40690
O 18.22554 9.42296 13.65048
C 20.08267 8.99692 15.18132
O 20.59227 10.06110 15.47327
O 17.36867 6.77461 14.27337
C 18.69261 13.58963 10.01598
As 18.14914 12.73391 11.67397
C 19.82451 12.80876 12.56510
C 18.11929 10.86386 10.95624
C 19.32303 10.55976 10.13649
C 19.28851 10.53848 8.72597
C 20.37236 10.20954 7.94784
C 21.62816 10.07475 8.60602
C 21.68210 10.15467 9.99269
C 20.53071 10.32854 10.74482
H 19.62575 13.22274 9.54189
H 18.83135 14.64420 10.29441
H 17.84556 13.39128 9.38528
H 20.70381 12.35074 12.05350
H 19.77933 12.28978 13.50801
H 20.04973 13.83950 12.86043
H 17.21702 10.68265 10.44033
H 18.04097 10.30968 11.88616
H 18.30104 10.72227 8.28264
H 20.32936 10.17177 6.86094
H 22.43120 9.97387 7.95999
H 22.60675 9.96226 10.49874
H 20.49758 10.40654 11.81648
C 10.23112 8.48469 13.75362
C 11.38190 9.12461 13.01840
C 11.64415 8.55265 11.76740
C 12.50093 9.20270 10.90063
C 12.53607 8.65714 9.47101
C 13.26817 10.23424 11.36251
C 14.11599 11.00434 10.41359
O 14.25123 10.76036 9.22479
C 13.20696 10.65543 12.72533
C 13.86738 11.84374 13.39855
C 12.20554 10.13196 13.50309
H 10.54539 8.06880 14.72815
H 9.87916 7.66438 13.13130
H 9.46238 9.20048 14.00380
H 11.19887 7.66334 11.43916
H 11.74381 7.99815 9.37901
H 13.43986 8.13086 9.26194
H 12.53595 9.44367 8.73652
H 14.82019 11.70902 10.85779
H 14.19952 11.54846 14.37712
H 13.20370 12.67567 13.48770
H 14.73116 12.18260 12.78857
H 12.15816 10.57176 14.51332

***

(2)
17
Properties=species:S:1:pos:R:3 method="wB97M-V/def2-TZVPD" smiles=CN1CC1(C)C lumo_ev=1.03 homo_energy_ev=-8.307 gap_ev=9.334 e_above_lowest_kcal_mol=57.78
C 1.98710 -0.27325 -0.48912
N 0.86700 0.46112 -0.00914
C 0.47977 0.73970 1.31288
C -0.47903 0.10181 0.09908
C -1.59220 1.06086 -0.25728
C -0.85232 -1.36186 -0.28581
H 2.09396 -1.30037 -0.10508
H 1.92005 -0.29265 -1.57971
H 2.87012 0.30094 -0.19353
H 0.75721 1.78468 1.58948
H 0.48682 0.08680 2.18210
H -2.36751 0.96217 0.51498
H -2.06623 0.87191 -1.22892
H -1.20566 2.07887 -0.21758
H -1.80311 -1.70163 0.13892
H -0.99274 -1.40425 -1.38819
H -0.08016 -2.10572 -0.06065

***

(3)
16
Properties=species:S:1:pos:R:3 method="wB97M-V/def2-TZVPD" charge=+1 lumo_ev="-4.98 / -3.52" homo_energy_ev="-10.046 / -12.727" gap_ev="5.071 / 9.209" e_above_lowest_kcal_mol=114.39
C 0.01363 -0.97226 0.60804
C -0.98521 -0.74881 -0.44957
C 1.16602 -0.06557 0.14457
C -1.99130 1.31458 -1.24153
N 2.12275 0.34831 1.18181
O -1.23114 0.70369 -0.37695
F -2.21699 0.61542 -2.33734
H -0.36405 -0.60968 1.50486
H 0.27510 -2.08481 0.70914
H -0.56510 -0.85459 -1.49123
H -2.09773 -1.15276 -0.30838
H 1.55363 -0.07095 -0.84662
H -2.35495 2.34177 -1.13649
H 2.49068 1.22382 0.70045
H 2.75613 -0.43064 1.35404
H 1.42853 0.44247 1.98519

***

(4)
51
Properties=species:S:1:pos:R:3 method="wB97M-V/def2-TZVPD" charge=+4 lumo_ev="-16.19 / -15.70" homo_energy_ev="-22.704 / -22.881" gap_ev="6.514 / 7.181" multiplicity=2 s_squared=0.769
W -0.16291 0.04366 -0.05792
C -2.26866 -2.32028 -0.95508
C -2.02137 -1.49844 -2.19880
N -0.85599 -0.47931 -2.06285
C 0.28459 -0.70925 -3.05722
C 1.60256 -0.83406 -2.32688
N 1.63583 0.22380 -1.26380
C 2.94473 0.20846 -0.46567
C 2.98290 -0.78618 0.68118
C 2.29561 -0.32423 1.95257
N 0.76230 -0.18039 1.89484
C 0.01081 -1.23759 2.66566
C -0.12050 -2.48465 1.81146
N -0.08979 -2.12433 0.32509
C -1.02757 -3.04185 -0.48564
H -2.70411 -1.73450 -0.13761
H -3.04607 -3.04951 -1.19861
H -1.74441 -2.14768 -3.02651
H -2.90135 -0.93261 -2.50043
H -1.28303 0.40258 -2.35679
H 0.07877 -1.60230 -3.64229
H 0.29157 0.13475 -3.74805
H 1.72272 -1.80646 -1.84619
H 2.44143 -0.71244 -3.01470
H 1.61223 1.12871 -1.73944
H 3.72138 -0.01420 -1.19820
H 3.10576 1.22701 -0.11260
H 2.69406 -1.79405 0.36603
H 4.03777 -0.90819 0.94703
H 2.50911 -0.98968 2.78777
H 2.66433 0.66647 2.21940
H 0.56122 0.69201 2.38695
H 0.54069 -1.45462 3.59337
H -0.96283 -0.82238 2.92312
H 0.68849 -3.19359 1.98541
H -1.05520 -2.99753 2.02500
H 0.84501 -2.40728 0.03076
H -0.44086 -3.41487 -1.32721
H -1.25677 -3.89522 0.14792
O 0.17969 1.95966 -0.05752
N -0.67046 2.92978 0.41839
C -0.24544 4.20434 0.43865
C -1.12220 5.16852 0.90501
C -2.39614 4.80126 1.32057
C -2.80182 3.46203 1.26720
C -1.90226 2.52624 0.80692
S -2.21494 0.81247 0.61618
H 0.75789 4.39020 0.07881
H -0.79385 6.20057 0.92712
H -3.08756 5.55480 1.68118
H -3.79536 3.16035 1.57640